C4H5NO | ωB97M-V/def2-TZVPD

Kohn-Sham gap   9.67 eV
E_tot   -7761.6419 eV
LUMO energy   0.8 eV
ΔE to the lowest compared entry with this formula, charge and spin   471.3 kJ/mol

Element x y z (Å)
O (1.58564, -0.12822, -0.20396)
C (0.44122, 0.19515, -0.87909)
C (-0.55546, 0.81675, 0.13528)
C (-0.33036, -0.29984, 1.20856)
C (0.39716, -1.07373, 0.12207)
N (-0.07810, -1.55252, -0.93700)
H (0.48138, 0.45951, -1.93289)
H (-1.57959, 0.80098, -0.24669)
H (-0.27573, 1.82947, 0.43840)
H (-1.24438, -0.78945, 1.53916)
H (0.29993, 0.00401, 2.04334)

Atoms 1-2, force components in eV/Å:
O 0.01 -0.01 -0.02
C 0.00 0.69 -0.35